#P
The following is a DFT calculation (ωB97M-V/def2-TZVPD) of a 2-piece molecular cluster, C3H10Si2 overall.

## Properties
- E_HOMO (alpha / beta) (eV) = -7.48 / -7.48
- frontier orbital gap (alpha / beta) (eV) = 7.0 / 7.0

The geometry in ORCA input format:
```
! wB97M-V def2-TZVPD RIJCOSX def2/J DEFGRID3
* xyz 0 1
C 0.885 0.879 2.100
C 1.484 0.345 1.054
C -0.972 -1.403 0.738
Si -0.505 0.974 -2.640
Si 0.678 -0.954 -0.018
H 1.233 1.668 2.659
H -0.119 0.481 2.378
H 2.269 0.858 0.687
H -1.100 -2.077 1.564
H -1.587 -0.407 0.883
H -1.467 -1.975 -0.133
H -1.106 -0.259 -3.440
H -1.611 1.652 -2.085
H 0.171 2.043 -3.345
H 1.748 -1.824 -0.401
*
```

#Q
The following is a DFT calculation (ωB97M-V/def2-TZVPD) of a 2-piece molecular cluster, C3H10Si2 overall.

## Properties
- E_HOMO (eV) = -8.29
- frontier orbital gap (eV) = 7.8

The geometry in ORCA input format:
```
! wB97M-V def2-TZVPD RIJCOSX def2/J DEFGRID3
* xyz 0 1
C 0.252 -0.204 2.180
C 0.004 -0.797 1.018
C 1.182 -2.372 -1.368
Si -0.634 2.814 -0.226
Si 1.453 -0.778 -0.341
H -0.470 -0.215 2.953
H 1.353 0.274 2.246
H -0.927 -1.319 0.835
H 0.763 -1.886 -2.235
H 2.158 -2.911 -1.742
H 0.528 -3.213 -1.108
H 0.061 2.964 -1.518
H -2.031 2.282 -0.742
H -0.645 4.255 0.496
H 0.009 1.809 0.764
*
```

Most stable structure, least stable structure: #Q, #P.

#P
The following is a DFT calculation (ωB97M-V/def2-TZVPD) of C5H6N2O2S in the gas phase.

## Properties
- SMILES = Cc1[nH]c(=O)[nH]c1OC=S
- E_HOMO (eV) = -7.87
- frontier orbital gap (eV) = 7.7

The geometry in ORCA input format:
```
! wB97M-V def2-TZVPD RIJCOSX def2/J DEFGRID3
* xyz 0 1
C 0.393 -0.110 0.005
C -1.366 -1.590 0.083
C 2.843 -0.515 -0.053
C -0.804 0.647 0.050
C -0.928 2.081 -0.068
N -0.031 -1.416 0.007
N -1.836 -0.297 0.053
O 1.733 0.230 0.055
O -1.969 -2.612 0.073
S 4.293 -0.058 0.458
H 2.716 -1.537 -0.519
H -0.339 2.581 -0.961
H -0.702 2.506 0.952
H -1.883 2.552 -0.003
H 0.609 -2.262 0.174
H -2.727 -0.201 -0.306
*
```

#Q
The following is a DFT calculation (ωB97M-V/def2-TZVPD) of C5H6N2O2S in the gas phase.

## Properties
- E_HOMO (alpha / beta) (eV) = -8.01 / -8.01
- frontier orbital gap (alpha / beta) (eV) = 7.3 / 7.3

The geometry in ORCA input format:
```
! wB97M-V def2-TZVPD RIJCOSX def2/J DEFGRID3
* xyz 0 1
C 0.011 -1.772 -0.819
C -0.349 -0.571 -1.418
C -0.153 -2.270 0.441
C 0.454 1.304 0.189
C -0.213 0.775 -0.972
N -0.713 -1.703 1.539
N 0.980 2.581 0.153
O 0.504 0.622 1.312
O -1.360 0.080 3.017
S -1.123 -0.135 1.603
H 0.258 -2.626 -1.624
H -0.603 -0.548 -2.511
H 0.281 -3.291 0.746
H -0.492 1.512 -1.747
H 1.152 2.923 -0.761
H 1.368 3.117 0.853
*
```

Most stable structure, least stable structure: #P, #Q.

#P
The following is a DFT calculation (ωB97M-V/def2-TZVPD) of a 4-piece molecular cluster, C3H15N2O3 overall.

## Properties
- E_HOMO (eV) = -12.15
- frontier orbital gap (eV) = 9.2

The geometry in ORCA input format:
```
! wB97M-V def2-TZVPD RIJCOSX def2/J DEFGRID3
* xyz 1 1
C 2.684 -0.482 1.875
C 1.590 -0.149 0.882
C 0.236 -0.063 1.128
N -0.866 -0.157 0.162
N 2.046 0.009 -0.420
H 3.147 -1.524 1.561
H 2.461 -0.368 2.916
H 3.501 0.206 1.623
H -0.124 -0.218 2.101
H -1.392 -1.004 0.305
H -0.406 -0.233 -0.870
H -1.452 0.625 0.058
H 2.883 -0.304 -0.670
H 1.589 0.277 -1.226
H 1.514 -1.900 -2.630
H 0.442 -1.442 -3.631
O 0.798 -1.349 -2.784
H -3.923 -0.010 -1.325
H -3.733 -0.211 0.095
O -3.227 0.294 -0.660
H -2.593 3.022 1.231
H -2.633 2.725 -0.299
O -2.542 2.256 0.579
*
```

#Q
The following is a DFT calculation (ωB97M-V/def2-TZVPD) of a 4-piece molecular cluster, C3H15N2O3 overall.

## Properties
- E_HOMO (eV) = -14.16
- frontier orbital gap (eV) = 11.6

The geometry in ORCA input format:
```
! wB97M-V def2-TZVPD RIJCOSX def2/J DEFGRID3
* xyz 1 1
C -2.781 -0.102 -0.524
C -1.920 1.121 -0.173
N 0.615 0.075 2.353
C 0.099 0.375 1.165
N -1.114 0.878 1.066
H -3.430 -0.330 0.349
H -2.178 -0.939 -0.875
H -3.453 0.198 -1.346
H -2.510 1.987 0.089
H -1.242 1.359 -1.011
H -0.042 0.194 3.128
H 1.625 -0.336 2.526
H 0.689 0.334 0.270
H -1.740 0.849 1.867
H 2.565 1.162 -1.918
H 1.778 -0.037 -2.494
O 1.822 0.602 -1.767
H 3.274 -0.701 3.740
H 3.547 -1.813 2.746
O 3.062 -0.979 2.854
H 0.081 -1.897 -3.669
H 0.420 -0.679 -4.505
O 0.830 -1.321 -3.869
*
```

Most stable structure, least stable structure: #Q, #P.

#P
The following is a DFT calculation (ωB97M-V/def2-TZVPD) of a 8-piece molecular cluster, C16H48O8 overall.

## Properties
- SMILES = CCO.CCO.CCO.CCO.CCO.CCO.CCO.CCO
- E_HOMO (eV) = -9.42
- frontier orbital gap (eV) = 9.9

The geometry in ORCA input format:
```
! wB97M-V def2-TZVPD RIJCOSX def2/J DEFGRID3
* xyz 0 1
C -3.122 -1.586 2.385
C -1.855 -0.977 1.866
O -0.936 -1.945 1.345
H -3.808 -1.840 1.578
H -3.588 -0.946 3.135
H -2.888 -2.513 2.918
H -1.318 -0.440 2.652
H -2.056 -0.210 1.106
H -1.424 -2.525 0.747
C 0.132 3.301 -5.282
C 0.664 2.511 -4.114
O 1.299 1.350 -4.625
H 0.946 3.531 -5.972
H -0.304 4.244 -4.945
H -0.629 2.754 -5.839
H -0.134 2.253 -3.409
H 1.397 3.128 -3.575
H 1.661 0.799 -3.920
C -1.964 -5.708 -0.465
C -0.571 -5.355 -0.920
O -0.361 -3.963 -0.701
H -2.713 -5.139 -1.020
H -2.089 -5.520 0.600
H -2.166 -6.763 -0.659
H -0.431 -5.582 -1.983
H 0.157 -5.961 -0.366
H 0.509 -3.742 -1.046
C 1.197 0.991 -0.182
C 1.820 -0.142 0.560
O 1.419 -1.408 -0.019
H 0.118 0.892 -0.246
H 1.702 1.111 -1.141
H 1.393 1.953 0.308
H 1.514 -0.171 1.609
H 2.906 -0.131 0.484
H 0.597 -1.667 0.423
C 1.501 -2.660 3.942
C 0.710 -1.966 5.022
O 1.113 -2.417 6.320
H 2.571 -2.510 4.116
H 1.251 -2.229 2.972
H 1.350 -3.738 3.943
H -0.362 -2.152 4.884
H 0.849 -0.882 4.972
H 0.344 -2.749 6.787
C 1.277 -2.064 -4.897
C 1.501 -2.250 -3.428
O 1.696 -0.996 -2.805
H 2.187 -1.726 -5.391
H 0.470 -1.359 -5.093
H 0.986 -3.009 -5.367
H 2.353 -2.927 -3.245
H 0.671 -2.789 -2.943
H 1.829 -1.164 -1.860
C -2.002 2.967 -0.055
C -2.744 4.164 -0.630
O -2.270 4.424 -1.963
H -0.939 3.080 -0.262
H -2.328 2.046 -0.540
H -2.185 2.932 1.019
H -2.573 5.041 -0.002
H -3.819 3.976 -0.680
H -2.128 5.368 -2.063
C 1.189 3.642 2.600
C 1.093 5.141 2.780
O 2.289 5.690 3.331
H 2.103 3.383 2.068
H 0.311 3.255 2.083
H 1.248 3.161 3.581
H 0.232 5.422 3.400
H 0.923 5.658 1.832
H 2.231 5.653 4.289
*
```

#Q
The following is a DFT calculation (ωB97M-V/def2-TZVPD) of a 8-piece molecular cluster, C16H48O8 overall.

## Properties
- SMILES = CCO.CCO.CCO.CCO.CCO.CCO.CCO.CCO
- E_HOMO (eV) = -9.30
- frontier orbital gap (eV) = 9.7

The geometry in ORCA input format:
```
! wB97M-V def2-TZVPD RIJCOSX def2/J DEFGRID3
* xyz 0 1
C -2.967 -1.715 1.974
C -1.972 -1.829 3.098
O -2.371 -2.926 3.931
H -2.906 -2.611 1.349
H -2.763 -0.887 1.298
H -3.990 -1.668 2.349
H -1.884 -0.890 3.654
H -0.994 -2.079 2.665
H -1.710 -3.028 4.621
C 1.073 -1.846 -4.342
C 2.411 -1.424 -3.736
O 2.253 -1.281 -2.322
H 1.251 -2.204 -5.358
H 0.401 -0.988 -4.393
H 0.595 -2.625 -3.751
H 2.711 -0.473 -4.181
H 3.140 -2.220 -3.917
H 2.947 -0.688 -1.987
C 1.080 -0.163 1.267
C 0.048 -0.023 0.154
O 0.001 -1.190 -0.639
H 0.915 -1.079 1.835
H 1.088 0.706 1.923
H 2.048 -0.297 0.774
H 0.329 0.875 -0.418
H -0.954 0.201 0.520
H 0.855 -1.294 -1.085
C -2.803 4.276 -0.608
C -1.826 3.468 0.218
O -1.907 3.796 1.609
H -2.679 4.028 -1.665
H -2.589 5.337 -0.480
H -3.831 4.073 -0.310
H -0.790 3.622 -0.084
H -2.012 2.392 0.105
H -2.709 3.398 1.957
C 0.443 0.973 5.211
C 0.948 0.507 6.575
O -0.006 -0.296 7.253
H 1.186 1.615 4.731
H -0.500 1.507 5.329
H 0.291 0.126 4.538
H 1.165 1.406 7.165
H 1.845 -0.099 6.486
H -0.751 0.259 7.500
C -2.061 -5.542 0.121
C -1.012 -4.453 -0.014
O -1.459 -3.504 -0.958
H -2.962 -5.100 0.549
H -1.708 -6.347 0.764
H -2.319 -5.916 -0.870
H -0.042 -4.881 -0.301
H -0.869 -3.978 0.968
H -0.969 -2.683 -0.786
C -1.041 1.780 -3.530
C -0.138 2.269 -4.633
O 0.356 3.553 -4.235
H -1.937 2.392 -3.441
H -0.552 1.885 -2.554
H -1.249 0.718 -3.657
H -0.737 2.391 -5.542
H 0.706 1.593 -4.793
H 0.862 3.945 -4.952
C 2.871 2.273 -1.222
C 4.125 1.609 -1.716
O 4.199 0.296 -1.125
H 2.745 3.246 -1.694
H 2.889 2.379 -0.140
H 2.004 1.665 -1.501
H 4.978 2.214 -1.383
H 4.167 1.546 -2.806
H 5.049 -0.089 -1.361
*
```

Most stable structure, least stable structure: #Q, #P.

#P
The following is a DFT calculation (ωB97M-V/def2-TZVPD) of a 2-piece molecular cluster, C3H5F3S overall.

## Properties
- E_HOMO (alpha / beta) (eV) = -9.20 / -8.99
- frontier orbital gap (alpha / beta) (eV) = 8.3 / 7.3

The geometry in ORCA input format:
```
! wB97M-V def2-TZVPD RIJCOSX def2/J DEFGRID3
* xyz 0 1
C 0.202 0.783 0.762
C 1.896 -0.644 -0.603
C 0.921 -0.486 0.531
F 1.400 -0.115 -1.735
F 3.036 0.063 -0.325
F 1.248 -1.190 1.609
S -1.011 -2.199 -0.463
H -0.133 1.200 -0.182
H -0.646 0.625 1.430
H 0.879 1.501 1.237
H 2.186 -1.688 -0.781
H -1.842 -1.238 -0.860
*
```

#Q
The following is a DFT calculation (ωB97M-V/def2-TZVPD) of C3H5F3S in the gas phase.

## Properties
- SMILES = FC[C@H](S)C(F)F
- E_HOMO (eV) = -9.62
- frontier orbital gap (eV) = 10.4

The geometry in ORCA input format:
```
! wB97M-V def2-TZVPD RIJCOSX def2/J DEFGRID3
* xyz 0 1
C 0.403 -0.233 -0.127
C -0.747 0.419 -0.956
C 0.498 0.388 1.302
H 0.024 -2.385 -1.067
H 1.299 0.153 -0.638
H -0.587 1.515 -1.004
H -1.719 0.302 -0.502
H 1.263 0.066 1.955
F -0.636 -0.252 -2.182
F -0.723 0.264 1.865
F 0.709 1.740 1.125
S 0.214 -1.978 0.229
*
```

Most stable structure, least stable structure: #Q, #P.

#P
The following is a DFT calculation (ωB97M-V/def2-TZVPD) of C8H11NO2 in the gas phase.

## Properties
- SMILES = O=C1C=CN2CCOC[C@H]2C1
- E_HOMO (eV) = -8.25
- frontier orbital gap (eV) = 8.2

The geometry in ORCA input format:
```
! wB97M-V def2-TZVPD RIJCOSX def2/J DEFGRID3
* xyz 0 1
C 2.423 -0.198 -0.040
C 1.469 -0.750 0.799
C 0.094 -0.603 0.578
C -0.377 -1.276 -0.808
C -2.309 -0.304 0.198
C -1.717 1.182 0.202
C 0.555 1.548 -0.551
C 1.946 1.111 -0.503
H 1.326 -0.343 1.698
H 1.850 -1.810 1.235
H -0.518 -0.827 1.472
H 0.583 -1.015 -1.596
H -0.528 -2.530 -0.859
H -3.575 -0.227 0.177
H -1.983 -1.046 1.129
H -2.023 1.756 1.280
H -1.661 1.716 -0.934
H 0.162 2.476 -0.871
H 2.641 1.668 -1.422
N -0.241 0.842 0.381
O 3.661 -0.464 -0.361
O -1.778 -0.905 -1.205
*
```

#Q
The following is a DFT calculation (ωB97M-V/def2-TZVPD) of C8H11NO2 in the gas phase.

## Properties
- E_HOMO (alpha / beta) (eV) = -8.09 / -8.06
- frontier orbital gap (alpha / beta) (eV) = 6.9 / 7.7

The geometry in ORCA input format:
```
! wB97M-V def2-TZVPD RIJCOSX def2/J DEFGRID3
* xyz 0 1
C 0.069 0.935 1.796
C 0.584 -0.336 1.582
C -0.576 1.734 0.775
C -1.630 0.760 -0.089
C 0.181 0.066 -1.788
C 1.401 -0.103 -0.880
C -1.069 -0.207 -1.019
C 0.800 -0.843 0.321
N 0.674 -2.276 0.180
O 0.056 -2.889 1.074
O 1.171 -2.840 -0.825
H -0.124 1.032 2.871
H 0.885 -0.913 2.396
H -1.167 2.456 1.236
H 0.065 2.221 0.095
H -2.197 0.075 0.701
H -2.114 1.580 -0.596
H 0.083 1.157 -1.979
H 0.308 -0.504 -2.720
H 2.154 -0.801 -1.374
H 1.964 0.793 -0.602
H -1.519 -1.098 -1.155
*
```

Most stable structure, least stable structure: #Q, #P.

#P
The following is a DFT calculation (ωB97M-V/def2-TZVPD) of a 2-piece molecular cluster, C4H10NS overall.

## Properties
- E_HOMO (eV) = -12.81
- frontier orbital gap (eV) = 7.7

The geometry in ORCA input format:
```
! wB97M-V def2-TZVPD RIJCOSX def2/J DEFGRID3
* xyz 1 1
C 0.218 -2.353 -0.049
C -1.102 -2.289 -0.134
C -1.007 2.113 0.459
C -0.022 1.269 -0.153
N 1.272 1.607 -0.136
S 1.457 -1.798 -1.213
H 1.809 0.852 -0.740
H -1.655 -1.786 -0.848
H -1.540 -2.735 0.685
H -0.721 2.494 1.457
H -2.001 1.618 0.444
H -0.914 3.180 -0.055
H -0.413 0.296 -0.560
H 0.732 -2.972 0.643
H 2.338 -1.833 -0.331
H 1.549 2.339 0.529
*
```

#Q
The following is a DFT calculation (ωB97M-V/def2-TZVPD) of an isolated ion of composition C4H10NS and charge +1.

## Properties
- E_HOMO (eV) = -13.66
- frontier orbital gap (eV) = 8.2

The geometry in ORCA input format:
```
! wB97M-V def2-TZVPD RIJCOSX def2/J DEFGRID3
* xyz 1 1
C -0.460 -0.974 -0.144
C 0.663 0.205 0.193
C -0.204 1.320 -0.052
C 1.778 -0.019 -0.819
N -1.262 -1.215 1.000
S -1.193 1.837 1.156
H -1.094 -0.546 -1.019
H 0.081 -1.852 -0.472
H 0.979 0.164 1.286
H -0.185 1.608 -1.107
H 2.306 -0.933 -0.664
H 2.467 0.714 -0.789
H 1.165 -0.026 -1.800
H -2.310 -1.369 0.893
H -0.731 -1.507 1.903
H -2.001 2.595 0.433
*
```

#R
The following is a DFT calculation (ωB97M-V/def2-TZVPD) of an isolated ion of composition C4H10NS and charge +1.

## Properties
- E_HOMO (eV) = -12.63
- frontier orbital gap (eV) = 8.0

The geometry in ORCA input format:
```
! wB97M-V def2-TZVPD RIJCOSX def2/J DEFGRID3
* xyz 1 1
C -0.229 0.423 2.652
C 1.028 -0.155 2.010
C 0.169 0.843 1.317
C -1.122 -0.518 -2.009
N 0.004 -0.285 -2.969
S -0.949 -0.125 -0.190
H -1.123 -0.332 2.657
H -0.390 1.299 3.250
H 1.918 0.185 2.502
H 1.182 -1.237 1.945
H 0.580 1.857 1.074
H -1.812 0.169 -2.507
H -0.346 -0.653 -3.872
H 0.477 0.711 -2.973
H 0.695 -1.008 -2.690
H -0.081 -1.173 -0.197
*
```

Most stable structure, least stable structure: #Q, #R.

#P
The following is a DFT calculation (ωB97M-V/def2-TZVPD) of C4H10NS as an isolated structure.

## Properties
- E_HOMO (eV) = -12.25
- frontier orbital gap (eV) = 8.9

The geometry in ORCA input format:
```
! wB97M-V def2-TZVPD RIJCOSX def2/J DEFGRID3
* xyz 1 1
C 1.201 -0.668 -0.880
C 0.650 -0.074 0.384
C 0.340 0.395 -1.468
C -1.671 0.150 1.232
N -0.458 -0.702 1.087
S 0.862 1.968 -1.969
H 2.271 -0.544 -1.015
H 0.901 -1.689 -1.098
H 1.175 0.698 0.914
H -0.686 0.175 -1.701
H -1.375 1.142 1.567
H -2.179 0.240 0.275
H -2.356 -0.277 1.962
H -0.711 -1.572 0.599
H -0.138 -0.963 2.031
H 2.174 1.720 -1.921
*
```

#Q
The following is a DFT calculation (ωB97M-V/def2-TZVPD) of a 2-piece molecular cluster, C4H10NS overall.

## Properties
- E_HOMO (alpha / beta) (eV) = -11.78 / -11.78
- frontier orbital gap (alpha / beta) (eV) = 4.9 / 4.9

The geometry in ORCA input format:
```
! wB97M-V def2-TZVPD RIJCOSX def2/J DEFGRID3
* xyz 1 1
C -2.803 -0.148 1.664
C 0.453 1.454 -0.983
C 1.005 -0.959 -1.350
C 0.746 0.268 -0.561
N 0.773 0.084 0.826
S -3.144 0.393 0.119
H -3.076 0.552 2.593
H 0.787 2.204 -0.285
H 0.235 1.637 -2.009
H -2.195 -1.002 1.801
H 0.217 -1.675 -1.030
H 1.086 -0.913 -2.505
H 2.009 -1.348 -0.980
H 1.039 -0.921 1.161
H 1.085 0.839 1.484
H -2.661 -0.573 -0.572
*
```

Most stable structure, least stable structure: #P, #Q.